# C45H111N3O21

12 unconnected molecules or ions with the total composition C45H111N3O21 in a non-equilibrium geometry (ωB97M-V/def2-TZVPD, OMol25).

Bonds (Å) are listed after each position.
Geometry (Å):
1 C -15.0068 -5.8955 -36.2502  C2 1.512, H12 1.093, H13 1.090, H14 1.090
2 C -15.4494 -7.2746 -36.6830  C1 1.512, C3 1.545, C4 1.532, N10 1.471
3 C -14.4471 -8.3349 -36.1753  C2 1.545, H15 1.089, H16 1.092, H17 1.099
4 C -16.8247 -7.5581 -36.0712  C2 1.532, C5 1.532, H18 1.093, H19 1.096
5 C -17.5220 -8.8182 -36.5938  C4 1.532, C6 1.522, H20 1.091, H21 1.093
6 C -17.7836 -8.5278 -38.0646  C5 1.522, C7 1.571, H22 1.088, H23 1.092
7 C -16.4145 -8.3831 -38.8217  C6 1.571, C8 1.495, C9 1.551, N10 1.509
8 C -15.6930 -9.6917 -38.7942  C7 1.495, H24 1.096, H25 1.096, H26 1.087
9 C -16.7931 -7.8307 -40.2207  C7 1.551, H27 1.090, H28 1.090, H29 1.095
10 N -15.6157 -7.2961 -38.1444  C2 1.471, C7 1.509, O11 1.402
11 O -14.3709 -7.1274 -38.7673  N10 1.402, H30 0.963
12 H -13.9154 -5.8477 -36.2573  C1 1.093
13 H -15.3131 -5.0971 -36.9261  C1 1.090
14 H -15.3581 -5.6866 -35.2397  C1 1.090
15 H -14.6954 -9.3144 -35.7686  C3 1.089
16 H -13.5829 -8.3522 -36.8419  C3 1.092
17 H -14.0140 -7.9352 -35.2482  C3 1.099
18 H -16.7567 -7.4877 -34.9827  C4 1.093
19 H -17.4294 -6.6809 -36.3262  C4 1.096
20 H -16.9194 -9.7009 -36.3753  C5 1.091
21 H -18.4775 -9.0396 -36.1120  C5 1.093
22 H -18.3451 -7.6082 -38.2134  C6 1.088
23 H -18.2525 -9.4437 -38.4297  C6 1.092
24 H -14.8434 -9.8070 -39.4768  C8 1.096
25 H -16.3404 -10.4558 -39.2396  C8 1.096
26 H -15.2675 -10.0994 -37.8806  C8 1.087
27 H -16.8544 -6.7437 -40.2766  C9 1.090
28 H -17.7067 -8.2735 -40.6166  C9 1.090
29 H -16.0171 -8.0657 -40.9569  C9 1.095
30 H -14.5798 -6.5564 -39.5143  O11 0.963
31 C -17.0655 -11.0436 -33.1918  C32 1.538, H42 1.093, H43 1.090, H44 1.093
32 C -16.5535 -11.1242 -31.7443  C31 1.538, C33 1.541, C34 1.526, N40 1.486
33 C -16.5757 -9.7246 -31.0997  C32 1.541, H45 1.096, H46 1.090, H47 1.096
34 C -17.5908 -11.9510 -30.9908  C32 1.526, C35 1.564, H48 1.089, H49 1.093
35 C -17.0586 -12.8251 -29.8081  C34 1.564, C36 1.521, H50 1.093, H51 1.091
36 C -15.7077 -13.4370 -30.1458  C35 1.521, C37 1.532, H52 1.096, H53 1.093
37 C -14.6186 -12.4454 -30.5669  C36 1.532, C38 1.507, C39 1.534, N40 1.446
38 C -14.1800 -11.5444 -29.4408  C37 1.507, H54 1.094, H55 1.090, H56 1.096
39 C -13.3809 -13.2595 -30.9630  C37 1.534, H57 1.092, H58 1.092, H59 1.093
40 N -15.1952 -11.7237 -31.6798  C32 1.486, C37 1.446, O41 1.409
41 O -14.2951 -11.0131 -32.4987  N40 1.409, H60 0.967
42 H -16.8736 -11.9222 -33.8132  C31 1.093
43 H -18.1458 -10.9003 -33.1744  C31 1.090
44 H -16.6138 -10.2694 -33.8178  C31 1.093
45 H -17.2479 -9.0604 -31.6556  C33 1.096
46 H -16.7891 -9.5812 -30.0405  C33 1.090
47 H -15.6903 -9.1014 -31.2725  C33 1.096
48 H -18.3883 -11.3107 -30.6182  C34 1.089
49 H -18.0036 -12.6615 -31.7120  C34 1.093
50 H -17.1289 -12.1549 -28.9475  C35 1.093
51 H -17.8119 -13.5930 -29.6288  C35 1.091
52 H -15.9663 -14.1083 -30.9730  C36 1.096
53 H -15.4189 -14.1830 -29.4012  C36 1.093
54 H -13.6614 -10.6484 -29.7952  C38 1.094
55 H -13.6256 -12.0832 -28.6722  C38 1.090
56 H -14.9731 -10.9877 -28.9282  C38 1.096
57 H -13.0650 -13.9436 -30.1721  C39 1.092
58 H -12.4989 -12.6427 -31.1488  C39 1.092
59 H -13.4623 -13.8943 -31.8486  C39 1.093
60 H -14.2034 -11.6070 -33.2560  O41 0.967
61 C -10.3584 -4.6324 -39.8587  C62 1.554, H72 1.088, H73 1.091, H74 1.095
62 C -9.4099 -4.4251 -38.6453  C61 1.554, C63 1.578, C64 1.567, N70 1.442
63 C -8.0443 -3.9180 -39.2525  C62 1.578, H75 1.090, H76 1.095, H77 1.089
64 C -10.0235 -3.2279 -37.8418  C62 1.567, C65 1.509, H78 1.094, H79 1.091
65 C -11.0844 -3.6492 -36.8552  C64 1.509, C66 1.484, H80 1.090, H81 1.099
66 C -10.4813 -4.6615 -35.9539  C65 1.484, C67 1.568, H82 1.092, H83 1.095
67 C -9.9174 -5.9413 -36.6629  C66 1.568, C68 1.537, C69 1.557, N70 1.460
68 C -9.1122 -6.8052 -35.6787  C67 1.537, H84 1.092, H85 1.094, H86 1.090
69 C -11.1637 -6.7982 -37.0314  C67 1.557, H87 1.087, H88 1.092, H89 1.091
70 N -9.1042 -5.5650 -37.8160  C62 1.442, C67 1.460, O71 1.400
71 O -8.6389 -6.6455 -38.5742  N70 1.400, H90 0.963
72 H -10.4579 -3.7626 -40.5053  C61 1.088
73 H -10.1656 -5.5124 -40.4743  C61 1.091
74 H -11.3556 -4.8272 -39.4501  C61 1.095
75 H -8.0374 -3.9987 -40.3393  C63 1.090
76 H -7.9887 -2.8353 -39.0957  C63 1.095
77 H -7.1079 -4.2341 -38.7943  C63 1.089
78 H -9.2931 -2.6747 -37.2444  C64 1.094
79 H -10.3840 -2.4889 -38.5595  C64 1.091
80 H -11.6406 -2.8361 -36.3875  C65 1.090
81 H -11.9035 -4.1963 -37.3433  C65 1.099
82 H -11.2723 -4.9296 -35.2506  C66 1.092
83 H -9.6475 -4.2151 -35.4016  C66 1.095
84 H -9.7008 -7.0840 -34.8021  C68 1.092
85 H -8.2777 -6.2840 -35.1999  C68 1.094
86 H -8.7350 -7.7016 -36.1707  C68 1.090
87 H -11.8368 -6.7195 -36.1814  C69 1.087
88 H -10.8249 -7.8170 -37.2292  C69 1.092
89 H -11.6191 -6.5170 -37.9824  C69 1.091
90 H -7.7246 -6.6961 -38.2751  O71 0.963
91 O -9.6101 -11.3085 -31.1483  C92 1.441, H95 0.963
92 C -9.9217 -11.5019 -29.7550  O91 1.441, C93 1.480, H96 1.093, H97 1.092
93 C -9.0524 -10.6974 -28.8673  C92 1.480, O94 1.462, H98 1.089, H99 1.093
94 O -7.6637 -10.9212 -29.2663  C93 1.462, H100 0.965
95 H -10.3596 -10.7918 -31.4617  O91 0.963
96 H -10.9720 -11.2424 -29.6010  C92 1.093
97 H -9.7882 -12.5647 -29.5416  C92 1.092
98 H -9.1474 -10.9774 -27.8187  C93 1.089
99 H -9.2394 -9.6245 -28.9590  C93 1.093
100 H -7.7764 -11.2194 -30.1767  O94 0.965
101 O -6.8514 -14.1885 -32.1848  C102 1.421, H105 0.962
102 C -7.1979 -14.6758 -33.4741  O101 1.421, C103 1.537, H106 1.092, H107 1.093
103 C -7.5272 -13.3635 -34.2029  C102 1.537, O104 1.402, H108 1.096, H109 1.094
104 O -8.7374 -12.7583 -33.8364  C103 1.402, H110 0.967
105 H -6.7839 -14.8910 -31.5314  O101 0.962
106 H -6.4297 -15.1986 -34.0473  C102 1.092
107 H -8.1025 -15.2856 -33.4081  C102 1.093
108 H -7.6879 -13.5212 -35.2755  C103 1.096
109 H -6.6645 -12.6906 -34.1921  C103 1.094
110 H -8.7797 -12.7128 -32.8714  O104 0.967
111 O -5.3277 -10.9526 -35.8102  C112 1.420, H115 0.965
112 C -6.4842 -10.9074 -36.6329  O111 1.420, C113 1.539, H116 1.093, H117 1.095
113 C -6.2075 -10.1162 -37.9242  C112 1.539, O114 1.431, H118 1.097, H119 1.089
114 O -5.0404 -10.7085 -38.5027  C113 1.431, H120 0.965
115 H -5.4389 -10.2007 -35.2158  O111 0.965
116 H -6.7226 -11.9685 -36.7447  C112 1.093
117 H -7.3289 -10.5640 -36.0258  C112 1.095
118 H -6.0940 -9.0791 -37.5845  C113 1.097
119 H -7.0227 -10.0390 -38.6419  C113 1.089
120 H -4.4339 -10.8174 -37.7595  O114 0.965
121 O -13.9161 -13.9127 -34.6137  C122 1.424, H125 0.965
122 C -15.2228 -14.4446 -34.4213  O121 1.424, C123 1.541, H126 1.092, H127 1.092
123 C -15.1743 -15.7999 -33.6901  C122 1.541, O124 1.436, H128 1.094, H129 1.090
124 O -14.5486 -16.6850 -34.6325  C123 1.436, H130 0.963
125 H -13.4896 -14.3423 -35.3652  O121 0.965
126 H -15.7745 -13.7985 -33.7348  C122 1.092
127 H -15.7921 -14.5606 -35.3465  C122 1.092
128 H -16.2276 -16.0217 -33.4947  C123 1.094
129 H -14.5987 -15.7291 -32.7675  C123 1.090
130 H -14.4191 -17.5253 -34.1809  O124 0.963
131 O -8.9262 -15.3243 -38.5389  C132 1.441, H135 0.959
132 C -10.1464 -14.7870 -37.9933  O131 1.441, C133 1.507, H136 1.092, H137 1.093
133 C -10.6057 -15.6722 -36.8633  C132 1.507, O134 1.433, H138 1.092, H139 1.094
134 O -11.6044 -15.1504 -35.9780  C133 1.433, H140 0.959
135 H -8.6014 -14.8011 -39.2747  O131 0.959
136 H -10.0177 -13.7491 -37.6782  C132 1.092
137 H -10.8577 -14.8065 -38.8224  C132 1.093
138 H -9.7772 -15.9841 -36.2236  C133 1.092
139 H -10.9336 -16.6086 -37.3238  C133 1.094
140 H -11.2837 -15.3133 -35.0889  O134 0.959
141 O -12.5018 -11.2960 -40.1973  C142 1.419, H145 0.959
142 C -11.5775 -10.4151 -40.8169  O141 1.419, C143 1.541, H146 1.092, H147 1.090
143 C -11.1438 -9.3595 -39.7814  C142 1.541, O144 1.419, H148 1.091, H149 1.092
144 O -10.2716 -8.5197 -40.5212  C143 1.419, H150 0.962
145 H -12.4057 -12.2006 -40.5012  O141 0.959
146 H -10.6641 -10.9340 -41.1161  C142 1.092
147 H -12.0665 -9.9580 -41.6776  C142 1.090
148 H -10.6257 -9.8666 -38.9660  C143 1.091
149 H -12.0703 -8.8573 -39.4938  C143 1.092
150 H -10.1434 -7.6821 -40.0653  O144 0.962
151 O -10.7554 -9.8957 -34.0890  C152 1.436, H155 0.968
152 C -10.5478 -10.4488 -35.3977  O151 1.436, C153 1.555, H156 1.095, H157 1.089
153 C -11.5787 -11.5814 -35.6676  C152 1.555, O154 1.435, H158 1.093, H159 1.089
154 O -12.8420 -11.0635 -35.2243  C153 1.435, H160 0.964
155 H -11.6984 -10.0286 -33.9161  O151 0.968
156 H -10.7571 -9.5757 -36.0249  C152 1.095
157 H -9.4816 -10.6700 -35.3925  C152 1.089
158 H -11.4290 -12.3825 -34.9386  C153 1.093
159 H -11.5911 -12.0166 -36.6654  C153 1.089
160 H -13.4390 -11.2902 -35.9468  O154 0.964
161 O -15.9735 -15.0868 -38.3201  C162 1.409, H165 0.961
162 C -14.8062 -14.4543 -38.7930  O161 1.409, C163 1.527, H166 1.091, H167 1.096
163 C -14.9360 -12.9542 -38.5366  C162 1.527, O164 1.414, H168 1.092, H169 1.091
164 O -14.4045 -12.5781 -37.2810  C163 1.414, H170 0.965
165 H -15.7236 -15.7973 -37.7226  O161 0.961
166 H -13.8981 -14.8634 -38.3471  C162 1.091
167 H -14.7005 -14.5165 -39.8820  C162 1.096
168 H -15.9651 -12.6127 -38.6686  C163 1.092
169 H -14.3647 -12.3756 -39.2643  C163 1.091
170 H -15.0124 -12.9490 -36.6303  O164 0.965
171 O -5.6408 -7.5447 -32.0199  C172 1.410, H175 0.969
172 C -7.0153 -7.6863 -32.2988  O171 1.410, C173 1.567, H176 1.094, H177 1.094
173 C -7.1956 -8.5913 -33.5657  C172 1.567, O174 1.417, H178 1.089, H179 1.091
174 O -6.4261 -9.7648 -33.3683  C173 1.417, H180 0.963
175 H -5.2727 -8.3666 -32.3766  O171 0.969
176 H -7.5402 -8.0292 -31.4028  C172 1.094
177 H -7.3742 -6.6961 -32.5937  C172 1.094
178 H -6.7469 -7.9990 -34.3622  C173 1.089
179 H -8.2513 -8.8096 -33.7321  C173 1.091
180 H -6.7825 -10.2688 -32.6286  O174 0.963

Summary:
HOMO energy: -8.11 eV
Net charge: 0
Relative energy (zero: lowest compared OMol25 entry of this formula, charge and spin): 390.2 kJ/mol
F_max: 0.051 hartree/bohr
Kohn-Sham gap: 8.31 eV
Electronic energy: -95922.965 eV
SMILES: CC1(C)CCCC(C)(C)N1O.CC1(C)CCCC(C)(C)N1O.CC1(C)CCCC(C)(C)N1O.OCCO.OCCO.OCCO.OCCO.OCCO.OCCO.OCCO.OCCO.OCCO